1.
A structure of composition C28H9Cl2F15GeN3O2RbS3 in a non-equilibrium geometry, computed with ωB97M-V/def2-TZVPD.

Structure (ORCA input):
```
! wB97M-V def2-TZVPD RIJCOSX def2/J DEFGRID3
* xyz -2 1
C -0.18 -4.42 -0.58
C -5.33 -0.08 -0.41
F -5.63 -1.65 -2.14
C 0.16 3.81 -2.20
H 1.17 -5.89 -1.50
F -1.32 -0.14 -1.12
C -1.31 2.95 -0.47
S 6.09 1.58 -0.90
F -3.53 3.78 -0.46
S -0.20 0.78 2.12
O -0.49 -5.30 0.23
F 1.35 3.84 -2.80
C -3.11 0.71 0.17
F -1.78 5.05 1.57
F -4.10 5.20 5.62
C -2.64 -0.11 -0.84
H 5.49 -5.43 -0.35
C 4.09 -4.06 0.49
Cl 1.90 -3.83 -2.37
H 4.14 -7.43 0.30
F -6.66 -0.06 -0.21
F -2.72 6.43 3.64
C -4.81 -0.89 -1.40
F 0.94 2.25 -0.70
C -2.46 4.36 2.51
N 4.47 -1.70 0.20
H 1.98 -7.06 1.52
C -3.45 -0.91 -1.63
S 3.79 -0.02 -2.13
C 4.56 -5.33 0.18
C -0.86 4.61 -2.69
C 3.81 -6.43 0.55
F -5.08 1.50 1.26
C -0.08 2.99 -1.11
Cl -0.44 -5.43 -3.14
C 0.66 -4.98 -1.78
O -0.41 -3.20 -0.62
H 5.93 -3.07 -0.24
C 2.61 -6.24 1.22
C 5.60 2.51 -2.35
F -0.64 5.40 -3.75
N 2.93 -3.86 1.14
C -2.10 4.59 -2.09
H 4.55 2.77 -2.30
F -2.95 -1.67 -2.60
C -4.48 0.70 0.35
C -3.84 3.12 4.52
C -3.63 4.49 4.59
Ge -1.72 1.79 1.10
H 5.77 1.94 -3.26
H 1.29 -4.74 2.00
C 4.92 -2.88 0.11
F -4.52 2.52 5.51
C -2.93 5.11 3.58
C 5.01 0.16 -0.94
F -3.08 5.36 -2.57
H 6.21 3.41 -2.35
Rb 1.37 -1.54 -0.30
N 5.39 -0.69 -0.02
F -3.56 1.09 3.47
C -2.67 3.00 2.39
C 2.23 -4.93 1.49
C -3.35 2.41 3.45
C -2.30 3.76 -1.00
*
```

For the orbital gap, the calculation gives 6.397 eV. The lowest unoccupied orbital energy comes out at 3.749 eV. The HOMO energy comes out at -2.65 eV.

2.
A structure of composition C29H14Cl60F7N3O5P2S in a non-equilibrium geometry, computed with ωB97M-V/def2-TZVPD.

Structure (ORCA input):
```
! wB97M-V def2-TZVPD RIJCOSX def2/J DEFGRID3
* xyz 0 1
Cl 4.52 -5.69 1.19
C 0.62 -0.17 -0.13
Cl -8.63 -11.67 -4.59
N 1.34 -0.55 -4.21
Cl 0.33 5.66 0.81
Cl 7.00 -1.34 6.36
H 1.93 0.90 1.37
Cl 3.73 -7.39 3.39
C 7.09 1.51 -0.25
Cl 0.13 8.45 7.03
Cl 4.52 0.05 6.90
Cl -7.42 -7.24 2.81
Cl 1.10 -5.19 0.32
Cl 0.57 0.86 -10.62
Cl 1.00 7.82 -0.99
Cl 5.01 7.27 6.65
Cl -7.76 -8.91 0.47
Cl 3.11 -4.52 -1.67
Cl -0.53 -2.73 -6.85
Cl -6.94 8.80 4.84
Cl 0.72 1.95 -13.29
Cl -2.29 10.30 -4.71
C -6.58 7.39 5.86
Cl -7.74 -6.33 -6.88
Cl 0.66 -5.83 -2.47
Cl 4.46 -2.55 5.64
H 1.46 2.10 -4.27
C -1.22 8.12 5.94
Cl 8.61 0.60 -0.26
C -3.53 -2.93 -0.75
P 0.18 -0.56 2.63
H 2.07 -2.14 2.04
H 2.72 -0.51 2.70
C 4.83 -6.10 2.89
F -3.73 -3.44 2.99
H 2.02 -1.75 3.80
C -0.27 -0.82 0.85
Cl 7.07 5.50 7.65
Cl 0.16 -0.86 -12.91
C 1.37 -4.65 -1.35
Cl 10.88 5.55 1.44
Cl 5.44 -0.25 4.18
F 2.09 4.22 -0.14
Cl -7.12 7.70 7.52
Cl -5.35 -4.93 -6.04
C 1.06 0.53 -12.29
C -4.33 -3.51 1.75
C -7.73 -10.39 -3.76
H 0.53 -2.39 5.36
S -5.02 -3.85 -1.36
F -4.54 -4.82 1.52
Cl -1.68 7.64 0.13
F 3.28 2.90 1.15
O 3.09 0.36 -2.50
C -1.50 8.74 -4.42
C 1.83 0.73 0.27
C -3.33 -2.85 0.72
C 1.93 -1.29 2.77
Cl -1.84 6.48 6.25
Cl -7.90 -3.56 -6.04
H 0.96 -0.04 -5.01
Cl 6.26 5.36 4.87
H 2.78 0.21 -0.05
C -1.70 -1.76 -1.11
H -0.83 -2.66 3.52
C -1.45 -1.62 0.33
Cl 0.59 -3.07 -1.59
Cl -8.62 -9.87 -2.32
Cl -7.52 -9.01 -4.84
C 6.53 6.44 6.25
O -6.26 -3.37 -0.79
C -0.25 -1.58 5.32
Cl -4.84 7.09 5.85
Cl -6.14 -11.01 -3.27
Cl -0.12 0.12 -7.19
N -2.74 -2.42 -1.72
Cl 6.51 -6.64 3.06
F -5.49 -2.79 1.88
H 3.23 -0.49 -2.04
O -5.09 -3.64 -2.80
C 10.00 5.08 2.90
P 1.48 0.40 -2.96
Cl -1.75 8.25 -2.74
Cl 10.24 3.35 3.20
C -7.09 -5.11 -5.76
C -6.88 -7.53 1.14
Cl 8.27 5.40 2.68
Cl 10.61 6.00 4.29
C -0.83 -1.58 3.83
C -1.07 -1.28 -7.72
Cl 7.34 3.09 0.50
Cl -0.66 8.23 4.26
Cl 0.57 8.37 1.82
C -0.72 -1.11 -2.07
Cl -0.86 -1.51 -9.46
C 0.06 7.37 0.44
Cl 6.52 1.73 -1.91
Cl -7.37 -5.63 -4.09
F -4.81 -5.49 -1.20
Cl -2.20 7.51 -5.50
C 0.41 -0.32 -1.64
Cl -5.14 -7.88 1.13
H -1.10 -1.85 6.00
C 2.05 3.03 0.57
N -2.29 -2.18 1.26
O 1.75 2.06 -0.33
Cl 2.80 0.18 -12.34
Cl 4.57 -4.67 3.91
H 0.22 -0.59 5.59
H -0.88 -1.21 -3.18
F 1.05 3.19 1.51
Cl -7.43 5.97 5.22
H -1.89 -1.24 3.79
Cl -2.50 9.31 6.21
Cl 7.76 7.64 5.82
Cl 5.87 0.61 0.68
O 1.01 1.93 -3.42
Cl -7.20 -6.08 0.16
C 5.36 -1.02 5.77
Cl -2.79 -0.99 -7.36
Cl 0.24 8.88 -4.74
*
```

For the orbital gap, the calculation gives 6.425 eV. The lowest unoccupied orbital energy comes out at -2.315 eV. The HOMO energy comes out at -8.74 eV.

3.
A structure of composition C29H16F12N2O2Re, computed with ωB97M-V/def2-TZVPD.

Structure (ORCA input):
```
! wB97M-V def2-TZVPD RIJCOSX def2/J DEFGRID3
* xyz 3 1
H -1.94 -1.50 -4.55
H -1.21 -1.22 -6.78
C 0.40 2.51 1.29
H -1.37 -6.11 5.21
C -0.27 -2.35 5.45
F -3.07 0.95 -1.19
O -1.77 -1.19 -0.59
H 0.61 1.81 -5.45
C -0.62 -0.33 -6.59
C 3.70 2.68 -0.64
C -0.56 -4.52 6.43
F -4.48 -0.70 -1.18
F -3.53 -2.54 -3.32
C 1.45 2.24 0.25
C -0.16 -3.17 6.54
C 1.24 1.31 -0.83
F -1.47 3.90 1.77
F -1.58 -3.26 -2.67
F 0.15 4.76 0.62
F 0.02 2.53 3.63
N 0.03 0.72 -1.08
C -0.53 0.01 -5.14
F 1.91 1.78 2.94
H 0.39 -0.46 -6.99
H 0.72 2.33 -3.06
C -1.28 -0.73 -4.17
F -1.16 3.28 -0.28
H 0.01 -1.31 5.50
C -0.44 -5.36 7.58
F -3.22 -3.16 -1.27
H 5.77 3.04 -1.10
C 0.97 2.70 2.73
C -0.55 3.67 0.86
C -2.25 -1.11 -1.94
C 2.63 2.93 0.26
H -1.05 0.51 -7.14
C -0.80 -2.89 4.22
C 4.95 3.47 -0.52
C -3.49 -0.16 -1.85
C -1.23 -0.47 -2.84
H 4.39 1.36 -2.19
O -0.42 1.34 1.40
H 2.28 0.11 -2.29
H 5.25 3.58 0.52
N -0.36 -6.03 8.51
C 0.19 1.13 -4.72
F 1.50 3.91 2.86
H 4.76 4.48 -0.90
C -1.21 -4.27 4.14
C -1.03 -1.30 2.16
Re -1.07 -0.15 0.68
C 2.36 0.98 -1.66
C 3.55 1.65 -1.57
C -0.90 -2.10 3.14
F -3.89 0.22 -3.05
H 2.78 3.71 1.00
C 0.29 1.39 -3.38
C -1.08 -5.07 5.24
H 0.23 -2.80 7.47
C -0.29 0.53 -2.38
H -1.61 -4.66 3.22
C -2.66 -2.57 -2.31
*
```

Its relative energy (zero: lowest compared OMol25 entry of this formula, charge and spin) is 0.0 kcal/mol. For the orbital gap (spin up / spin down), the calculation gives 5.482 / 5.536 eV. The lowest unoccupied orbital energy (spin up / spin down) comes out at -12.307 / -12.176 eV. The HOMO energy (spin up / spin down) comes out at -17.79 / -17.71 eV.

4.
A structure of composition C29H17AsF5N3PdSSe, computed with ωB97M-V/def2-TZVPD.

Structure (ORCA input):
```
! wB97M-V def2-TZVPD RIJCOSX def2/J DEFGRID3
* xyz 0 3
C 1.44 4.19 -2.94
F 1.08 6.32 -2.00
H 2.15 -2.71 -0.19
C 4.12 0.52 1.85
H -0.35 -6.16 0.26
H -1.97 -2.27 0.94
H -2.90 2.46 -2.15
C 1.22 2.83 -2.91
C -0.11 3.06 -1.01
C -0.99 0.38 4.98
C 0.47 2.22 -1.92
C -1.29 -4.27 0.64
C -3.09 1.40 -2.28
H -0.06 -2.15 2.93
C -0.32 -1.14 3.23
H -0.66 -1.73 5.26
Se -1.76 -3.18 -2.80
C -1.13 -2.90 0.68
N -3.48 -2.69 -2.61
Pd 0.01 0.27 -2.11
C 0.11 -2.33 0.39
C 4.25 0.14 -0.53
C 1.01 -4.52 0.00
H -1.23 2.43 4.39
H 4.83 0.10 -1.44
H 1.85 -5.15 -0.28
N -2.02 0.61 -2.51
C 2.87 -0.07 -0.59
H -5.60 -0.91 -2.28
F 2.19 4.74 -3.90
H -0.63 2.02 2.05
As 0.25 -0.41 0.49
C -4.37 0.87 -2.23
C 2.14 -0.03 0.60
F -0.96 2.60 -0.06
C 0.08 4.43 -1.01
F -0.50 5.20 -0.08
C -0.64 1.19 2.74
C -0.31 -0.10 2.32
N -1.14 -1.47 -2.80
C -2.23 -0.71 -2.65
C 4.87 0.44 0.68
H 2.18 0.34 2.72
C -0.22 -5.09 0.30
H -2.26 -4.70 0.86
H 4.60 0.76 2.79
C 2.76 0.29 1.81
C -3.50 -1.36 -2.55
H 5.94 0.62 0.70
C -4.60 -0.50 -2.35
F 1.79 2.13 -3.91
C -0.66 -0.90 4.56
C -0.98 1.42 4.07
H -5.19 1.55 -2.08
C 0.87 5.00 -1.98
C 1.18 -3.14 0.04
S 2.15 -0.47 -2.14
H -1.26 0.56 6.01
*
```

Its relative energy (zero: lowest compared OMol25 entry of this formula, charge and spin) is 0.0 kcal/mol. For the orbital gap (spin up / spin down), the calculation gives 5.696 / 5.559 eV. The lowest unoccupied orbital energy (spin up / spin down) comes out at -0.637 / -2.579 eV. The HOMO energy (spin up / spin down) comes out at -6.33 / -8.14 eV. As for the expectation value of S²: 2.04.

5.
A structure of composition C29H17MnN6O3S5 in a non-equilibrium geometry, computed with ωB97M-V/def2-TZVPD.

Structure (ORCA input):
```
! wB97M-V def2-TZVPD RIJCOSX def2/J DEFGRID3
* xyz -1 4
C -1.70 5.74 -3.49
N 0.00 -4.04 -0.35
C -2.91 -0.33 3.53
C 4.86 2.72 1.04
C -2.47 6.95 -3.64
C 2.61 1.96 1.24
Mn 0.42 1.39 -0.77
C -0.55 -0.35 3.08
N 0.98 -3.13 -0.73
N -3.08 7.91 -3.75
S -0.36 3.55 -0.41
C -0.01 -7.73 -0.72
C -1.44 5.26 -2.21
H 3.92 2.19 2.92
H 0.42 -0.81 3.20
C -1.48 5.51 -5.94
H 1.56 -9.08 -0.17
O -5.13 -0.16 4.37
S 0.76 1.96 -2.96
C -0.72 0.70 2.19
H 5.43 3.16 -0.99
H 1.57 1.46 3.12
S 1.62 -0.61 -0.98
C 0.40 -5.41 -0.29
H -1.40 -6.14 -1.17
H -1.49 -1.69 4.44
H 2.30 -4.91 0.54
C -4.14 -0.82 4.23
C -1.98 1.22 1.93
C -0.43 -6.41 -0.77
C -1.65 -0.87 3.74
H 5.81 2.98 1.48
C 2.07 -7.04 0.25
C -1.22 5.04 -4.60
H -4.06 1.13 2.47
H 3.05 -7.28 0.64
S -1.20 -1.83 -0.27
H -0.13 3.34 -5.28
N 2.41 2.05 -0.07
H -1.82 5.80 -1.35
C 4.65 2.82 -0.32
C -0.70 4.10 -2.02
O -1.04 0.62 -0.93
O -4.12 -2.09 4.68
H -3.36 -2.57 4.33
C -0.21 3.40 -3.14
H -2.09 1.98 1.17
C 3.41 2.48 -0.84
N 0.38 1.18 1.45
C 0.51 -1.93 -0.72
C -3.06 0.73 2.63
C 1.24 -8.05 -0.21
C 3.81 2.28 1.85
N -1.68 5.86 -7.01
C 1.66 -5.72 0.21
H -0.66 -8.51 -1.09
H 3.18 2.55 -1.90
C -0.49 3.88 -4.42
C 1.46 1.50 2.04
C -1.19 -3.54 0.03
S -2.49 -4.35 0.69
*
```

Its relative energy (zero: lowest compared OMol25 entry of this formula, charge and spin) is 0.0 kcal/mol. For the orbital gap (spin up / spin down), the calculation gives 6.088 / 5.941 eV. The lowest unoccupied orbital energy (spin up / spin down) comes out at 0.810 / 0.722 eV. The HOMO energy (spin up / spin down) comes out at -5.28 / -5.22 eV. As for the expectation value of S²: 3.88.

6.
A structure of composition C29H19F3N4RuS in a non-equilibrium geometry, computed with ωB97M-V/def2-TZVPD.

Structure (ORCA input):
```
! wB97M-V def2-TZVPD RIJCOSX def2/J DEFGRID3
* xyz 2 5
F 0.00 4.18 -4.44
C -2.48 -4.14 0.57
C 0.09 3.15 -3.56
H -4.05 -3.20 -0.56
C 2.15 3.53 0.65
C -1.11 2.47 3.51
H -4.06 -0.24 -3.49
C -1.05 0.87 -3.08
S 0.47 0.09 -2.43
C -2.26 -1.97 -0.40
H -1.01 -6.08 1.77
C 1.42 2.31 0.67
H -4.39 2.11 -4.53
C -1.51 0.60 2.01
C 0.00 2.78 2.74
C -1.13 -4.14 0.90
C -2.35 2.62 -4.05
C -3.47 1.78 -4.05
C -3.04 -3.11 -0.14
C -1.11 2.21 -3.63
H -2.45 3.66 -4.40
C 3.28 -2.20 2.41
H -2.83 1.15 3.65
H 3.11 0.56 -1.65
H -2.14 -0.28 1.74
H -1.43 3.04 4.38
C -1.89 1.38 3.11
H -2.71 -1.13 -0.94
C 1.72 1.27 -0.22
N 1.46 -1.58 0.96
H 0.69 3.57 2.99
F 0.17 3.77 -2.29
H 3.00 -0.26 1.38
C 2.71 -3.45 2.58
C 1.55 -3.81 1.89
H -3.08 -4.99 0.77
Ru 0.40 -0.26 -0.28
C -3.26 0.51 -3.54
C 0.82 -5.03 2.06
H 3.90 4.50 -0.17
C -0.38 -3.01 0.53
N -0.44 0.92 1.26
C -0.47 -5.18 1.63
H 4.27 -1.97 2.79
N -2.10 0.14 -2.97
C 0.33 2.02 1.59
H 1.35 -5.85 2.49
H 4.61 2.47 -1.41
C 3.67 2.49 -0.90
C 2.62 -1.28 1.57
H 3.17 -4.15 3.24
H 1.81 4.40 1.20
C 2.85 1.36 -0.98
C 0.93 -2.83 1.06
C 3.28 3.59 -0.16
N -0.97 -1.90 -0.04
F 1.31 2.55 -3.78
*
```

Its relative energy (zero: lowest compared OMol25 entry of this formula, charge and spin) is 7.1 kcal/mol. For the orbital gap (spin up / spin down), the calculation gives 7.726 / 5.818 eV. The lowest unoccupied orbital energy (spin up / spin down) comes out at -6.512 / -8.415 eV. The HOMO energy (spin up / spin down) comes out at -14.24 / -14.23 eV. As for the expectation value of S²: 6.03.

7.
A structure of composition C29H20Cl3N6SV, computed with ωB97M-V/def2-TZVPD.

Structure (ORCA input):
```
! wB97M-V def2-TZVPD RIJCOSX def2/J DEFGRID3
* xyz 3 2
H -1.40 -4.48 -0.66
H -0.36 5.63 -1.07
H -2.03 0.32 2.34
N -0.19 0.05 -2.31
Cl -5.53 1.25 -1.91
V -0.38 -0.07 -0.24
C -0.15 1.86 -0.39
C -0.08 1.55 -4.15
H 2.22 -0.41 -2.12
C -3.20 0.33 -1.01
C -0.13 2.75 0.69
N 1.74 -0.31 -0.12
C -0.30 4.57 -0.88
C 1.22 -0.19 2.21
H -0.15 -1.68 -5.18
N -2.38 -0.51 -0.34
C 0.54 -0.08 4.50
C 3.55 -0.53 1.45
H 0.30 -5.11 -0.46
C -0.14 1.31 -2.80
C 1.55 -0.23 3.55
H -1.57 0.24 4.78
C -0.17 2.32 -1.73
H -0.03 2.56 -4.53
C -1.03 0.15 2.72
H -0.06 2.41 1.71
H -0.25 4.81 1.25
Cl 0.21 -2.80 -0.03
C 2.21 -0.35 1.16
S 5.04 -0.72 4.93
N -0.06 -0.01 1.80
N 5.16 -0.74 3.33
H -0.25 -1.98 -2.71
H 5.51 -0.81 0.60
H -4.69 -2.60 0.93
C -0.76 0.11 4.08
C -5.13 -0.90 -0.33
Cl -0.90 -5.03 1.56
C 3.92 -0.57 2.86
C -0.08 0.47 -5.03
H -2.24 -2.19 0.88
H -0.04 0.64 -6.10
C 2.62 -0.45 -1.12
C 4.46 -0.67 0.39
H 4.64 -0.72 -1.74
C -0.15 -0.82 -4.53
N 3.46 -0.49 5.10
C -0.27 3.68 -1.96
C -2.93 -1.54 0.35
H 0.79 -0.11 5.55
C 2.96 -0.43 3.87
C -0.20 -1.00 -3.16
H -2.73 1.14 -1.55
C -4.56 0.16 -1.03
H -0.32 4.08 -2.96
H -6.20 -1.05 -0.33
C 3.98 -0.62 -0.90
C -0.23 4.11 0.43
C -0.52 -4.54 -0.03
C -4.29 -1.76 0.37
*
```

Its relative energy (zero: lowest compared OMol25 entry of this formula, charge and spin) is 3.8 kcal/mol. For the orbital gap (spin up / spin down), the calculation gives 5.720 / 6.592 eV. The lowest unoccupied orbital energy (spin up / spin down) comes out at -11.308 / -10.440 eV. The HOMO energy (spin up / spin down) comes out at -17.03 / -17.03 eV. As for the expectation value of S²: 0.82.

| no. | electronic energy (eV) |
| --- | --- |
| 1 | -193233.755 |
| 2 | -844779.408 |
| 3 | -72115.723 |
| 4 | -188903.643 |
| 5 | -130931.819 |
| 6 | -57896.345 |
| 7 | -113404.833 |